Record 1
C4H13N3S | wB97M-V/def2-TZVPD

E ... -722.6342 hartree
2S+1 ... 1
HOMO-LUMO gap ... 9.87 eV
Energy relative to the best compared isomer or geometry (same formula, charge and spin) ... 21.7 kcal per mole

```
21
Properties=species:S:1:pos:R:3:forces:R:3
S -0.8855 0.8619 2.4353 -0.088 0.218 -0.033
N 1.6425 -2.7855 -1.4327 0.377 0.125 -0.046
N -0.1817 -1.2094 -0.9197 0.673 -0.298 -0.621
N 0.6608 2.3606 -0.4569 -0.362 0.425 0.437
C -0.1732 1.3010 -1.0252 0.040 -0.275 -0.453
C -0.1507 0.0166 -0.1600 -0.386 1.054 0.136
C 1.0956 -1.4820 -1.6710 -1.004 0.193 0.239
C -1.2872 0.0264 0.8696 -0.199 -0.078 0.378
H -0.9289 -1.1492 -1.6025 -0.145 -0.108 0.115
H 1.1472 -3.4933 -1.9518 -0.133 -0.148 0.221
H -1.6013 -0.9831 1.0907 0.154 -0.371 0.079
H 0.8757 -1.3874 -2.7341 0.275 0.016 -0.099
H 0.7817 0.0666 0.4041 0.186 -0.303 -0.053
H 0.6168 2.3186 0.5586 0.035 -0.175 -0.042
H 0.2154 1.0515 -2.0196 0.142 -0.014 0.100
H 1.8241 -0.7170 -1.4000 0.022 0.012 0.028
H 0.1757 0.1160 2.7577 0.048 -0.110 0.005
H -2.2020 0.5262 0.5418 0.199 0.157 -0.257
H 1.6287 -2.9889 -0.4408 -0.061 -0.197 -0.130
H -1.2137 1.6052 -1.2173 0.026 -0.001 0.254
H 0.2518 3.2717 -0.6533 0.200 -0.119 -0.258
```
Forces are in eV/Å.



Record 2
C31H53FNO7S | wB97M-V/def2-TZVPD

E ... -2291.5037 hartree
2S+1 ... 1
HOMO-LUMO gap ... 5.24 eV
Total charge ... +1

```
94
Properties=species:S:1:pos:R:3:forces:R:3
S -3.4871 -2.3301 2.3478 -0.070 1.472 0.061
F 0.4104 -0.8184 4.5824 -2.542 -0.305 -2.388
O -3.3249 2.2184 -1.8015 -1.091 5.281 7.771
O -4.8747 5.2649 0.7796 0.574 -9.293 1.474
O 8.0755 4.0654 0.8477 -0.023 -0.499 -0.191
O -4.6462 2.8599 0.0989 2.345 3.185 0.979
O -6.9758 0.4359 2.3978 7.968 -1.169 -3.742
O 6.4705 1.9788 -0.4975 -0.190 0.454 0.217
O -5.6611 -0.5725 0.5566 -0.109 3.578 3.563
N -1.4815 1.4418 3.7778 -4.356 -1.773 -2.085
C -0.1890 -0.0896 1.1020 0.447 -0.076 -1.141
C -3.4253 3.0171 -0.7029 1.139 -4.186 -6.395
C 3.1101 -2.4390 -0.6354 1.391 0.030 -0.358
C -4.8323 3.9492 1.0687 -0.762 6.286 -0.426
C -3.3796 -3.5529 -2.3442 0.068 -0.639 0.606
C -6.7135 -0.2304 -0.4129 -2.200 -1.076 -1.810
C 4.2348 -1.2031 -0.6647 -0.204 -0.774 0.405
C -2.1553 4.0020 -0.3921 0.409 -0.782 0.066
C 4.5733 0.2008 -2.9155 1.085 -0.117 -0.873
C -4.3584 0.6828 2.5105 3.026 -0.721 0.742
C -1.7814 0.0010 3.4007 -2.015 0.756 0.110
C -1.2051 -4.6463 -1.0573 0.365 0.145 0.182
C -4.0144 2.2368 2.9100 2.846 -2.497 0.873
C 8.3861 3.5005 -0.4303 -0.440 0.416 0.041
C -2.5236 2.5525 3.5593 -1.654 -2.989 -1.327
C 7.1177 3.0631 -1.1702 0.391 -0.354 0.185
C 8.2917 3.1470 1.9119 -0.029 0.164 0.044
C -0.6412 -1.1995 3.5880 0.676 0.464 -0.508
C -4.7270 -1.1490 -2.1073 0.263 -0.770 -0.991
C -0.0095 -1.4210 2.0553 -0.731 0.764 -0.240
C 0.6253 -2.8050 -1.7891 -0.161 0.465 0.588
C -3.2310 -0.5091 2.7515 0.994 4.583 2.070
C -4.8507 -2.8000 -2.0988 0.171 0.031 -1.585
C 0.2912 -4.0445 -0.7594 0.414 -0.284 -0.478
C 2.2255 -2.5238 -2.0223 -0.404 0.038 -0.207
C 5.3576 2.4118 0.2783 0.196 -0.247 -0.097
C -2.4181 -3.5376 -1.0061 -0.950 -0.225 0.159
C -6.1594 -0.3656 -1.9509 0.933 1.097 0.042
C -5.0655 3.4717 2.6547 1.063 -0.631 -0.526
C 5.0788 -1.1307 -2.0693 -0.081 1.412 -0.365
C -5.7952 0.1897 1.8146 -5.049 0.127 1.183
H 3.6804 -0.0568 -3.6268 1.526 0.591 1.499
H -2.7862 -3.0959 -3.2495 -1.298 -0.658 1.724
H -1.1664 -5.1339 -2.1419 -0.168 0.913 2.402
H 3.6397 -0.2095 -0.4480 1.347 -1.763 -0.641
H 0.0642 -2.9626 -2.8247 1.289 0.211 2.161
H -3.8932 -0.8157 -1.3524 -1.892 -0.390 -1.292
H 8.8802 4.2843 -1.0146 -0.034 -0.065 0.004
H 7.3987 2.7004 -2.1638 0.001 0.025 0.016
H 4.3320 1.1276 -2.2354 0.408 -1.996 -1.246
H 0.5169 -0.2265 0.1514 -1.476 0.240 2.131
H 4.9246 -2.0648 -2.7605 0.249 1.670 1.542
H 7.8702 2.1600 1.6962 0.055 0.068 -0.048
H 6.2509 -0.9760 -1.9152 -2.689 -0.500 0.007
H 2.6447 -3.3650 -2.7401 -0.751 1.697 1.590
H -4.3152 -0.8714 -3.1914 -0.855 -0.547 2.369
H 3.7587 -3.4294 -0.5467 -1.630 1.943 0.036
H 5.5899 3.3001 0.8714 0.037 -0.003 -0.070
H -3.1135 -3.8351 -0.0938 1.360 0.701 -1.842
H 1.1341 -1.6717 2.0853 -2.368 0.206 0.301
H 4.9863 -1.3660 0.2388 -1.640 0.322 -1.830
H 1.0864 -4.9125 -0.9323 -1.710 1.774 0.306
H -3.3236 -3.1462 3.4785 0.022 1.568 -0.366
H 5.0795 1.6027 0.9595 0.085 0.010 -0.154
H -3.5460 -4.7020 -2.6174 0.132 2.499 0.586
H 0.1524 0.9182 1.6101 -0.741 -2.081 -0.894
H -2.1168 4.4504 0.6876 -0.436 -0.607 -2.237
H -1.1746 3.3288 -0.4974 -2.405 1.269 0.072
H 6.4277 3.9068 -1.3030 0.126 -0.069 0.112
H -0.5226 1.6534 4.1690 -1.523 -0.323 -0.529
H 9.0899 2.6659 -0.3262 -0.164 0.013 -0.010
H -6.9976 -0.8178 -2.6391 1.711 0.654 1.505
H 0.4425 -3.7156 0.3736 -0.473 -0.619 -2.445
H -1.1002 -2.2123 3.9746 0.770 2.419 -0.598
H -2.1794 3.6373 3.8571 -0.792 -2.491 -0.629
H -5.4337 -3.2292 -1.1769 1.330 0.849 -1.592
H -0.6725 -2.2748 1.5712 1.699 1.657 1.063
H -4.7589 4.3383 3.3915 -0.699 -1.595 -1.852
H -7.1656 0.8461 -0.2930 1.051 -2.212 0.248
H -5.9785 0.7412 -2.3466 -0.315 -2.355 0.848
H -2.0934 4.8023 -1.2565 -0.388 -1.556 2.010
H 4.5108 2.6220 -0.3830 -0.107 0.100 0.051
H -6.2005 3.1875 2.8456 2.536 0.292 -0.514
H 5.4743 0.5265 -3.6270 -2.018 -0.610 1.464
H -2.0692 -2.4354 -0.8222 -0.362 -2.061 -0.285
H 9.3641 3.0553 2.1074 -0.001 -0.119 0.053
H -5.4864 -3.0720 -3.0718 1.175 0.537 2.187
H 7.8052 3.5408 2.8081 0.077 0.066 -0.151
H -7.5678 -1.0529 -0.2870 1.753 2.009 -0.023
H -1.4341 -5.4670 -0.2310 0.469 1.533 -1.996
H -1.2863 0.0197 0.6463 2.328 -0.208 1.224
H 0.1577 -1.8268 -1.3103 0.883 -1.901 -1.055
H 2.4742 -2.2860 0.3395 1.015 -0.484 -1.972
H 2.3249 -1.5071 -2.6034 -0.207 -1.964 1.130
```
Forces are in eV/Å.



Record 3
C9H13N5S | wB97M-V/def2-TZVPD

E ... -1021.9761 hartree
2S+1 ... 1
HOMO-LUMO gap ... 6.15 eV
Energy relative to the best compared isomer or geometry (same formula, charge and spin) ... 36.8 kcal per mole
Total charge ... +2

```
28
Properties=species:S:1:pos:R:3:forces:R:3
S 3.6818 -2.4412 -0.0385 -0.195 1.628 0.320
N 1.1293 2.3213 -0.0791 4.198 -0.888 0.112
N 0.0298 0.2758 -0.0450 1.367 1.744 0.235
N 3.7410 0.7484 -0.0214 -1.178 -1.257 0.978
N 1.1893 -1.8187 -0.0702 0.449 -0.412 0.347
N -1.0655 -1.7189 0.1157 -1.287 1.793 -0.210
C 2.4862 -1.2934 0.0481 0.316 -4.604 -0.572
C 0.0453 -1.0435 -0.0323 0.514 -2.012 0.793
C 1.1273 0.9990 0.0073 1.760 -1.436 -0.139
C -2.2528 -0.9474 0.4740 1.083 1.219 1.296
C -3.3055 -0.9379 -0.3005 -1.320 -0.201 -1.401
C 2.6608 0.1158 0.1057 -2.641 4.188 -0.936
C -1.2187 -3.0909 -0.3180 -1.059 -0.169 1.539
C 4.9328 1.0803 -0.1716 -0.059 0.222 1.236
C -0.0538 3.0390 -0.2127 -1.900 2.632 -1.279
H -2.1066 -0.2536 1.3735 -0.359 -1.451 -1.302
H 5.5281 1.3962 0.7313 -0.312 -0.348 -1.145
H 1.1180 -2.9073 0.0050 0.398 2.915 -0.099
H -0.0433 3.9952 0.3482 0.191 -0.739 0.015
H 5.2167 1.0283 -1.1996 1.053 0.428 -0.650
H -0.3593 -3.2912 -0.9080 -0.041 -0.873 -1.084
H -2.2197 -3.1857 -0.7719 0.887 -0.112 -0.322
H 2.0250 2.8895 -0.1087 -1.369 -1.437 0.148
H -4.2106 -0.3623 -0.0204 0.769 -0.476 -0.298
H -1.2562 -3.7169 0.5804 0.187 -0.204 -0.209
H -0.2499 3.3751 -1.2872 0.123 -0.878 1.241
H -3.3051 -1.4823 -1.2944 -0.235 0.650 1.415
H -0.7811 2.3700 0.1755 -1.337 0.079 -0.030
```
Forces are in eV/Å.



Record 4
C35H52AsGdP3Se | wB97M-V/def2-TZVPD

E ... -7790.6627 hartree
2S+1 ... 8
HOMO-LUMO gap (alpha / beta) ... 5.93 / 3.56 eV
Total charge ... +3

```
93
Properties=species:S:1:pos:R:3:forces:R:3
Gd -0.7546 -0.0207 -0.5406 -0.052 0.674 1.317
Se 1.3793 0.3719 -4.9663 0.215 0.853 -0.369
As 1.2667 0.1080 1.9226 1.493 0.599 2.262
P -2.9771 -0.9003 -2.0269 -1.399 -0.485 -1.074
P -2.6651 -0.7829 1.5218 -1.130 -0.309 1.243
P 0.1696 -2.5830 -1.1409 0.427 -1.146 -0.323
C 1.2374 -0.9791 3.5831 -0.511 -0.417 0.189
C 1.4728 3.7679 -7.5488 0.400 -1.123 0.011
C 4.0802 -0.1742 2.8858 0.288 -0.013 0.150
C 0.6497 -1.3823 5.9077 0.045 0.087 0.025
C -2.9665 -2.5764 1.8261 0.169 -0.152 -0.306
C -2.4128 -1.3156 -3.7264 0.210 -0.028 -0.113
C 0.1918 2.7934 2.2491 0.357 0.071 0.472
C 0.7256 -0.5099 4.8110 0.156 -0.621 -0.432
C -4.4103 -0.1757 1.4751 0.080 0.279 -0.281
C -4.3112 0.2882 -2.4601 0.180 0.380 0.232
C 1.2644 2.1088 -5.7541 -0.058 -0.424 0.698
C 0.6354 3.0899 -4.9724 -0.743 1.558 0.463
C 1.9631 2.2842 3.8380 -0.097 0.444 0.164
C 1.7151 2.4751 -7.0529 0.100 0.321 -0.909
C 0.8773 4.4690 3.8729 -0.012 -0.304 -0.149
C 3.7971 0.2551 0.5136 0.335 -0.207 0.845
C 1.1302 1.8918 2.7869 -0.425 0.108 -0.856
C -2.2650 -0.2962 3.2404 0.460 0.293 -0.091
C -0.8257 -4.0822 -1.4701 0.081 -0.062 0.078
C 5.1872 0.2671 0.3621 -0.078 0.083 -0.213
C 5.4765 -0.1372 2.7329 -0.392 0.113 -0.427
C 1.0594 -2.7140 5.7929 0.074 0.059 -0.448
C 0.7930 4.7177 -6.7704 -0.081 -0.096 0.185
C 1.8248 3.5734 4.3903 -0.144 -0.347 -0.348
C -2.0203 2.3018 -0.8236 -0.321 0.014 0.321
C 1.1784 -2.4163 -2.6622 -0.056 0.108 -0.179
C -4.0460 -2.3543 -1.6914 0.124 -0.257 0.228
C 6.0280 0.0833 1.4646 -0.216 -0.039 0.177
C 1.7231 -2.2974 3.4916 -0.525 0.132 0.424
C 0.0660 4.0767 2.7992 0.015 -0.081 -0.073
C 1.4222 -3.1906 0.0424 -0.156 -0.059 0.123
C 1.5976 -3.1717 4.5778 0.054 0.233 0.092
C -1.1782 2.0350 -1.8940 0.345 -0.011 -0.296
C 0.3789 4.3670 -5.4760 -0.063 -0.771 0.895
C 3.2389 0.0286 1.7903 0.021 0.102 -1.240
H -1.5576 1.7713 -2.8905 0.092 0.041 0.401
H -3.4419 -3.2464 -1.4929 -0.209 0.152 -0.061
H -3.2983 -1.3947 -4.3769 0.403 -0.023 0.124
H -0.1160 2.3388 -1.8556 -0.529 0.336 -0.044
H -2.0078 -3.0716 2.0248 -0.188 0.010 0.001
H -1.4725 -4.2816 -0.6026 0.208 -0.038 -0.283
H -0.4368 2.4982 1.3929 0.310 0.121 0.555
H -3.4414 -3.0527 0.9587 0.138 0.071 0.240
H -1.8614 -2.2649 -3.7427 -0.198 0.200 -0.033
H 5.6174 0.4317 -0.6307 -0.105 -0.039 0.397
H 3.6669 -0.3582 3.8803 0.139 0.004 -0.363
H 0.9712 -3.3982 6.6393 0.030 0.269 -0.265
H -4.9704 -0.5879 0.6256 0.146 0.157 0.216
H -4.9456 -0.1383 -3.2496 0.202 0.078 0.247
H -4.4057 0.9226 1.4008 -0.091 -0.320 0.019
H -1.9884 0.7610 3.2761 -0.006 -0.026 0.077
H -4.9290 0.5045 -1.5800 0.104 -0.050 -0.189
H 1.8891 -4.1025 -0.3606 -0.106 0.278 0.154
H -3.1237 -0.4546 3.8965 0.010 -0.053 -0.147
H 0.5434 -2.1677 -3.5226 0.071 -0.241 0.118
H -4.6881 -2.5425 -2.5662 0.227 0.092 0.280
H -3.0984 2.0962 -0.8505 0.512 0.202 -0.226
H -4.9255 -0.4612 2.4065 0.245 0.047 -0.347
H 2.1895 -2.4270 0.2167 -0.071 -0.141 -0.045
H -4.6860 -2.1740 -0.8179 0.158 -0.033 -0.279
H 6.1222 -0.2730 3.6026 -0.224 0.018 -0.293
H 0.9329 -3.4192 0.9998 0.161 0.004 -0.269
H 2.2443 1.7509 -7.6745 -0.163 0.224 0.136
H 1.9330 -4.2091 4.4748 -0.074 0.441 0.118
H -1.4498 -3.9548 -2.3640 0.190 -0.096 0.252
H -3.8811 1.2331 -2.8101 -0.167 -0.143 -0.029
H 0.7738 5.4731 4.2995 0.053 -0.474 -0.186
H -1.7444 -0.5323 -4.1123 -0.225 -0.128 -0.011
H 0.2564 -1.0092 6.8628 0.205 -0.193 -0.474
H 1.7047 -3.3636 -2.8470 -0.050 0.337 -0.092
H -3.6208 -2.7132 2.7039 0.260 0.172 -0.337
H 1.8082 4.0532 -8.5532 -0.068 -0.327 0.464
H -0.6673 4.7710 2.3779 0.283 -0.193 0.211
H 0.5860 5.7209 -7.1541 0.130 -0.391 0.076
H 3.1410 0.4329 -0.3411 0.177 -0.036 0.058
H 7.1135 0.1162 1.3402 -0.410 -0.035 0.011
H -0.1491 5.0886 -4.8463 0.240 -0.245 -0.262
H 1.9079 -1.6025 -2.5485 0.048 -0.281 0.093
H 2.2054 -2.6360 2.5784 -0.086 -0.003 0.190
H -1.7089 2.9310 0.0201 -0.036 -0.375 -0.414
H 0.9754 0.6397 -3.5035 0.180 0.354 -1.365
H 2.4626 3.8700 5.2252 -0.193 -0.077 -0.291
H 2.7222 1.6007 4.2375 -0.407 0.373 -0.158
H -1.4196 -0.8785 3.6183 -0.144 0.065 -0.109
H 0.3242 2.8296 -3.9591 0.012 0.293 -0.363
H 0.3813 0.5156 4.9110 0.006 -0.189 0.001
H -0.1343 -4.9293 -1.6183 -0.359 0.254 0.029
```
Forces are in eV/Å.



Record 5
C4H8N2 | wB97M-V/def2-TZVPD

E ... -265.7579 hartree
2S+1 ... 3
HOMO-LUMO gap (alpha / beta) ... 8.02 / 6.98 eV
Energy relative to the best compared isomer or geometry (same formula, charge and spin) ... 55.4 kcal per mole
Total charge ... +2

```
14
Properties=species:S:1:pos:R:3:forces:R:3
N -1.5146 -0.0130 0.1677 0.907 -1.619 0.984
N 1.7956 -1.0874 -0.7849 1.002 -2.928 -1.642
C -1.9859 0.7381 -0.7275 -0.966 1.039 -1.667
C 1.5473 -0.0333 -0.1887 0.274 1.404 0.992
C 1.4146 1.0822 0.4480 3.167 0.189 -1.146
C -1.3140 -0.7485 1.1647 -2.582 -0.094 2.949
H -2.2528 1.7432 -0.5498 -1.676 1.023 0.835
H -2.2074 0.3277 -1.6804 1.099 -0.097 -1.666
H -0.4175 -1.2693 1.3563 0.732 -1.706 -0.527
H 1.6498 -2.0588 -0.3552 0.283 1.629 -0.720
H 2.3036 -1.0866 -1.7442 -1.061 0.050 1.771
H 2.4552 1.5214 0.7581 -1.983 -0.848 0.166
H -2.1474 -0.8899 2.0003 1.727 1.392 -0.733
H 0.6736 1.7741 0.1358 -0.922 0.566 0.405
```
Forces are in eV/Å.